--- one ---
Entry from the Open Molecules 2025 dataset: one molecule with the formula C6H11FO (ωB97M-V/def2-TZVPD).

Properties
Highest occupied orbital energy in eV: -8.789
HOMO-LUMO gap in eV: 9.8
SMILES: CCO/C(=C\F)CC
Multiplicity: 1

Positions of all 19 atoms, in Å:
F1 2.901 -0.435 -1.101
O1 0.144 -1.149 -1.087
C1 2.115 -0.520 0.028
C2 -0.726 1.059 -1.776
C3 0.145 -0.842 1.377
C4 0.834 -0.881 0.055
C5 -1.033 -0.360 -1.294
C6 -0.446 0.529 1.835
H1 0.384 1.255 1.890
H2 -0.599 -1.672 1.334
H3 0.975 -1.073 2.046
H4 -1.653 -0.395 -0.374
H5 -0.258 1.670 -1.043
H6 2.627 -0.188 0.962
H7 -0.070 1.073 -2.712
H8 -1.680 1.458 -2.079
H9 -0.873 0.369 2.883
H10 -1.232 0.989 1.217
H11 -1.555 -0.885 -2.161

--- two ---
Entry from the Open Molecules 2025 dataset: one molecule with the formula C6H11FO (ωB97M-V/def2-TZVPD).

Properties
Highest occupied orbital energy in eV: -9.712
HOMO-LUMO gap in eV: 10.7
SMILES: C[C@H]1CC[C@H](CF)O1
Multiplicity: 1

Positions of all 19 atoms, in Å:
F1 3.150 -1.033 -0.121
O1 0.338 -1.135 -0.185
C1 0.166 1.162 0.460
C2 -0.942 -0.670 -0.600
C3 1.047 -0.105 0.500
C4 -0.807 0.852 -0.688
C5 -2.024 -1.122 0.386
C6 2.383 0.115 -0.180
H1 2.924 0.931 0.329
H2 -1.959 -2.212 0.500
H3 -0.386 1.129 -1.646
H4 1.252 -0.431 1.508
H5 2.230 0.383 -1.222
H6 0.769 2.088 0.303
H7 -1.758 1.378 -0.577
H8 -1.129 -1.120 -1.592
H9 -0.381 1.291 1.429
H10 -3.002 -0.865 0.015
H11 -1.872 -0.635 1.378

--- three ---
Entry from the Open Molecules 2025 dataset: one molecule with the formula C6H11FO (ωB97M-V/def2-TZVPD).

Properties
Highest occupied orbital energy in eV: -9.782
HOMO-LUMO gap in eV: 10.8
SMILES: C[C@H]1[C@H](F)CO[C@@H]1C
Multiplicity: 1

Positions of all 19 atoms, in Å:
F1 0.481 2.024 -0.849
O1 0.629 -0.209 1.411
C1 0.621 -0.823 0.115
C2 -0.437 1.299 -0.082
C3 -0.554 -0.133 -0.614
C4 -1.895 -0.751 -0.232
C5 1.960 -0.679 -0.581
C6 0.117 1.105 1.337
H1 -0.409 -0.150 -1.701
H2 1.985 -1.203 -1.512
H3 0.896 1.838 1.512
H4 -1.954 -1.794 -0.605
H5 -2.738 -0.198 -0.635
H6 0.403 -1.912 0.289
H7 2.157 0.361 -0.809
H8 -0.637 1.237 2.116
H9 -1.366 1.861 -0.089
H10 -2.017 -0.794 0.882
H11 2.759 -1.078 0.047

Short version: one is the least stable of them.

--- one ---
Entry from the Open Molecules 2025 dataset: a 2-piece molecular cluster, C6H14N2O2 overall (ωB97M-V/def2-TZVPD).

Properties
Highest occupied orbital energy in eV: -9.144
HOMO-LUMO gap in eV: 9.7
SMILES: CNC(C)=O.CNC(C)=O
Multiplicity: 1

Positions of all 24 atoms, in Å:
O1 0.557 -2.857 -2.524
O2 -0.985 0.850 0.032
N1 -0.061 1.888 1.832
N2 0.163 -1.907 -0.514
C1 0.450 -1.854 -1.847
C2 0.053 -3.214 0.090
C3 -0.606 3.215 -0.126
C4 0.034 0.673 2.646
C5 -0.535 1.846 0.553
C6 0.581 -0.475 -2.521
H1 1.003 -3.736 0.159
H2 0.411 -0.144 2.034
H3 0.088 -1.046 0.018
H4 -1.682 3.383 -0.235
H5 -0.342 0.102 -2.533
H6 0.667 0.872 3.500
H7 -0.299 4.029 0.523
H8 0.510 2.660 2.110
H9 -0.968 0.344 2.917
H10 1.306 0.164 -2.025
H11 0.945 -0.793 -3.492
H12 -0.230 3.046 -1.130
H13 -0.620 -3.812 -0.531
H14 -0.438 -3.235 1.063

--- two ---
Entry from the Open Molecules 2025 dataset: a 2-piece molecular cluster, C6H14N2O2 overall (ωB97M-V/def2-TZVPD).

Properties
Highest occupied orbital energy in eV: -9.319
HOMO-LUMO gap in eV: 9.9
SMILES: CNC(C)=O.CNC(C)=O
Multiplicity: 1

Positions of all 24 atoms, in Å:
O1 1.404 0.904 3.144
O2 0.412 -0.744 -1.955
N1 -1.701 -0.231 -1.443
N2 1.625 0.633 0.912
C1 -0.606 0.612 1.929
C2 0.888 0.723 2.057
C3 3.059 0.813 1.017
C4 -0.688 -1.104 -1.552
C5 -0.958 -2.492 -1.049
C6 -1.620 1.143 -1.930
H1 -1.047 1.086 1.050
H2 -2.643 -0.496 -1.216
H3 -2.211 1.768 -1.261
H4 -0.999 -0.410 1.827
H5 -0.447 -2.592 -0.083
H6 -0.571 1.423 -1.945
H7 -1.053 1.014 2.833
H8 3.585 -0.115 1.218
H9 3.257 1.557 1.789
H10 -2.018 -2.694 -0.888
H11 3.438 1.195 0.071
H12 -0.499 -3.240 -1.685
H13 1.288 0.065 0.149
H14 -1.895 1.179 -2.990

Short version: one is the least stable of them.

--- one ---
Entry from the Open Molecules 2025 dataset: a 2-piece molecular cluster, C6H14N2O2 overall (ωB97M-V/def2-TZVPD).

Properties
Highest occupied orbital energy in eV: -9.487
HOMO-LUMO gap in eV: 10.0
SMILES: CNC(C)=O.CNC(C)=O
Multiplicity: 1

Positions of all 24 atoms, in Å:
O1 0.227 1.257 1.627
O2 -2.015 -2.672 -0.733
N1 -0.096 -1.690 -0.026
N2 0.661 1.491 -0.607
C1 2.469 1.866 0.933
C2 -0.728 1.809 -0.845
C3 0.501 -2.085 -1.396
C4 -1.483 -1.889 0.044
C5 1.021 1.536 0.731
C6 -2.135 -1.518 1.258
H1 -0.355 -1.897 -2.120
H2 1.343 1.852 -1.278
H3 -1.287 0.751 -0.582
H4 -1.910 -0.457 1.750
H5 0.828 -3.086 -1.298
H6 1.303 -1.480 -1.729
H7 3.158 1.417 0.088
H8 2.883 1.603 1.811
H9 0.276 -0.970 0.531
H10 -0.905 2.131 -1.943
H11 -2.004 -2.102 2.217
H12 -3.223 -1.449 1.064
H13 -1.182 2.657 -0.243
H14 2.650 2.928 0.744

--- two ---
Entry from the Open Molecules 2025 dataset: C6H14N2O2 as an isolated structure (ωB97M-V/def2-TZVPD).

Properties
Highest occupied orbital energy in eV: -9.071
HOMO-LUMO gap in eV: 9.4
Multiplicity: 1

Positions of all 24 atoms, in Å:
O1 -4.415 0.254 -0.064
O2 1.535 -0.885 -0.605
N1 3.490 0.162 0.167
N2 -2.441 -0.735 -0.317
C1 4.208 -0.554 -0.735
C2 1.391 0.886 1.060
C3 -2.361 1.757 -0.684
C4 -3.179 0.315 -0.481
C5 -3.082 -1.911 0.432
C6 2.141 0.090 0.103
H1 5.053 0.004 -1.289
H2 0.834 1.746 0.541
H3 -3.945 -1.460 1.212
H4 -2.616 1.802 -1.737
H5 3.975 0.793 0.755
H6 -2.215 -2.453 1.022
H7 0.603 0.074 1.611
H8 -3.798 -2.527 -0.428
H9 3.585 -0.777 -1.556
H10 4.615 -1.414 -0.267
H11 -1.091 1.730 -0.262
H12 -1.366 -0.714 -0.438
H13 -3.085 2.544 0.106
H14 2.161 1.275 1.853

Short version: two is the least stable of them.